Arrangement i

The following is a quantum chemistry calculation of a single C3H6N2O2S molecule, from OMol25.

Last column: natural (NBO) charge in e.
Atoms and positions in Å:
H (0.7161, -1.7641, 1.3711)  0.3840
N (-0.1676, -1.7387, 0.7816)  -0.7171
C (-0.1888, -0.7334, 0.0255)  0.3603
C (-1.5248, -0.3534, -0.6482)  0.1222
O (-2.3961, -1.0802, -0.0321)  -0.6487
S (-1.7342, 0.4774, -1.9407)  0.0138
N (0.8044, 0.2358, -0.1513)  -0.1867
C (0.5111, 1.6358, 0.0458)  -0.4583
O (2.0243, -0.3818, 0.1881)  -0.5739
H (-2.0219, -1.6674, 0.7190)  0.5292
H (-0.7229, 1.9134, 0.1092)  0.2660
H (0.9833, 2.1415, -0.8715)  0.2154
H (1.1773, 1.9513, 1.0708)  0.2073
H (2.5397, -0.6362, -0.6673)  0.4864

The net charge is 0. For the lowest unoccupied orbital energy, the calculation gives -0.0802 eV. Its SMILES is [H]/N=C(/C(O)=S)N(C)O.

Arrangement ii

The following is a quantum chemistry calculation of a molecular structure, C3H6N2O2S, from OMol25.

Last column: natural (NBO) charge in e.
Atoms and positions in Å:
C (0.0097, 2.2814, -0.1342)  -0.2898
C (1.0781, 0.2527, 0.0477)  0.7196
C (-1.2323, -0.3262, 0.5883)  -0.1482
H (-0.7445, 2.2865, 0.7859)  0.1993
H (-0.4962, 1.6673, -0.9380)  0.2223
H (0.2238, 3.3712, -0.2848)  0.2170
H (3.0383, -0.1927, -0.4676)  0.4038
H (0.9151, -2.0293, -0.1246)  0.5055
H (-1.1659, -0.3690, 1.9268)  0.1845
N (2.1659, -0.5598, 0.0031)  -0.2938
N (-0.0512, -0.4130, -0.0809)  -0.6839
O (1.2824, 1.5988, 0.0670)  -0.4770
O (1.9264, -1.9508, -0.0784)  -0.5335
S (-2.5861, -0.5222, -0.2045)  -0.0258

The net charge is 0. For the lowest unoccupied orbital energy, the calculation gives 0.3681 eV.

Here is how they stack up, most stable first: arrangement i, arrangement ii.

Arrangement i

The following is a quantum chemistry calculation of a single C2H4Cl3NO molecule, from OMol25.

Last column: natural (NBO) charge in e.
Atoms and positions in Å:
O (-0.7611, 1.7296, 0.7255)  -0.7053
C (-0.5493, 1.0307, -0.4551)  0.0903
N (-0.4973, -0.4266, -0.2397)  -0.6959
C (0.5519, -1.1919, 0.0500)  0.1622
Cl (1.0985, -1.1992, 1.8166)  -0.0897
Cl (2.0773, -0.6731, -0.7949)  -0.0236
Cl (0.2887, -2.9329, -0.3925)  -0.0051
H (0.0943, 2.0289, 1.0472)  0.4807
H (-1.4624, 1.0811, -1.1791)  0.1921
H (0.4310, 1.3199, -0.8858)  0.1928
H (-1.2717, -0.7664, 0.3076)  0.4015

The net charge is 0. For the lowest unoccupied orbital energy, the calculation gives 0.5086 eV. Its SMILES is OCNC(Cl)(Cl)Cl.

Arrangement ii

The following is a quantum chemistry calculation of 2 unconnected molecules or ions with the total composition C2H4Cl3NO, from OMol25.

Last column: natural (NBO) charge in e.
Atoms and positions in Å:
C (1.0119, -0.3051, -0.1046)  0.0503
C (-1.7029, 0.0201, -0.0050)  -0.1735
N (0.0683, -0.3165, 0.8964)  -0.5906
O (1.5584, 0.8929, -0.5518)  -0.7474
Cl (-2.6202, -1.1839, 0.6884)  0.1086
Cl (-1.4908, -0.1988, -1.6701)  0.0945
Cl (-2.0783, 1.6126, 0.3592)  0.0876
H (0.5816, -1.0345, -0.9906)  0.1661
H (1.8776, -0.9624, 0.2952)  0.1659
H (0.2436, 0.5035, 1.4454)  0.3509
H (2.5510, 0.9721, -0.3626)  0.4875

The net charge is 0. For the lowest unoccupied orbital energy, the calculation gives 0.5040 eV.

Here is how they stack up, most stable first: arrangement i, arrangement ii.